ORCA calculation (ωB97M-V/def2-TZVPD) on a cluster of 6 separate species, C23H55F4N2O18P3S3 in total at a distorted geometry.

Output
E_tot: -4991.22240 a.u.
Kohn-Sham gap: 0.2915 Ha
ΔE to the lowest compared entry with this formula, charge and spin: 0.0 kJ/mol
E_HOMO: -8.0 eV

Structure (ORCA input):
```
! wB97M-V def2-TZVPD RIJCOSX def2/J DEFGRID3
* xyz 0 1
C 3.320 -3.183 0.211
C 3.422 -1.738 -0.245
O 2.617 -1.421 -1.351
C 1.219 -1.608 -1.127
C 0.570 -0.371 -1.697
C -0.959 -0.166 -1.653
C -1.047 1.333 -1.982
F -2.282 1.789 -2.201
F -0.429 2.057 -1.049
F -0.375 1.530 -3.133
O -1.426 -0.771 -2.890
S -3.022 -0.792 -3.301
O -2.929 -1.270 -4.641
O -3.473 -2.155 -2.518
C -3.796 -2.055 -1.121
C -4.648 -3.343 -0.937
C -6.123 -3.324 -0.634
O -6.980 -3.694 -1.406
F -6.437 -2.982 0.604
P -4.890 -0.544 -0.892
S -6.259 -0.298 -2.244
C -2.428 -2.051 -0.376
C -1.450 -3.058 -1.058
N -2.043 -4.342 -1.448
C -1.945 -4.647 -2.885
P -2.574 -2.683 1.377
O -1.187 -2.269 2.034
O -2.367 -4.246 1.233
S -4.130 -2.266 2.433
C -1.577 -0.695 -0.290
P -2.224 0.338 1.220
N -3.069 1.726 0.746
O -0.835 0.968 1.798
H 4.280 -3.554 0.485
H 2.879 -3.774 -0.575
H 2.671 -3.242 1.070
H 3.246 -1.057 0.582
H 4.433 -1.553 -0.567
H 1.066 -1.688 -0.060
H 0.938 -2.510 -1.636
H 0.872 -0.332 -2.727
H 1.060 0.461 -1.219
H -4.622 -3.867 -1.867
H -4.175 -3.987 -0.218
H -5.340 -0.657 0.417
H -4.024 0.546 -0.890
H -0.660 -3.227 -0.345
H -1.007 -2.608 -1.924
H -1.536 -5.065 -0.972
H -2.787 -5.248 -3.181
H -1.033 -5.170 -3.134
H -2.000 -3.750 -3.469
H -1.375 -1.920 2.912
H -1.653 -4.541 1.804
H -0.710 -1.048 0.230
H -2.797 2.596 1.192
H -4.057 1.630 0.897
H -0.938 1.920 1.924
C 1.861 3.653 -0.042
C 3.214 4.296 -0.208
O 4.037 4.012 0.930
O 1.240 4.094 1.152
H 1.205 3.901 -0.874
H 1.970 2.561 0.005
H 3.115 5.380 -0.241
H 3.691 3.950 -1.128
H 4.273 3.081 0.899
H 1.949 4.167 1.801
C 7.730 -5.345 2.933
C 7.635 -4.423 1.740
O 6.345 -3.803 1.688
O 6.722 -6.340 2.890
H 8.694 -5.852 2.948
H 7.629 -4.761 3.859
H 7.726 -4.993 0.817
H 8.423 -3.665 1.769
H 6.291 -3.173 2.412
H 5.929 -5.912 2.552
C 2.744 3.599 -4.985
C 2.717 2.481 -5.999
O 2.109 1.328 -5.418
O 3.434 3.175 -3.820
H 3.254 4.479 -5.377
H 1.715 3.879 -4.720
H 3.731 2.185 -6.259
H 2.191 2.785 -6.909
H 1.170 1.506 -5.313
H 3.195 2.248 -3.699
C -2.879 5.642 1.848
C -3.006 6.500 0.612
O -4.304 7.092 0.539
O -3.884 4.635 1.862
H -1.911 5.150 1.878
H -2.984 6.268 2.746
H -2.914 5.881 -0.280
H -2.227 7.269 0.591
H -4.368 7.761 1.226
H -4.679 5.051 1.509
C -0.275 1.468 6.227
C -0.190 1.841 4.764
O -1.273 2.707 4.416
O -1.516 0.849 6.516
H 0.513 0.763 6.489
H -0.162 2.368 6.849
H -0.318 0.959 4.145
H 0.777 2.304 4.533
H -1.132 3.562 4.830
H -2.182 1.310 5.994
*
```